# 1
ORCA calculation (ωB97M-V/def2-TZVPD) on a molecular structure, C37H40N2 in a non-equilibrium geometry.

Geometry as XYZ:
```
79
Properties=species:S:1:pos:R:3:forces:R:3
C -5.21696 -1.46179 -0.19640 0.4 0.0 0.0
C -4.65031 -2.52150 -0.92805 -0.1 0.3 0.2
C -3.29580 -2.81693 -0.78389 0.3 0.4 0.0
C -2.46511 -2.05428 0.08606 -0.9 0.0 -0.7
C -1.01931 -2.34916 0.27547 1.2 3.0 0.6
N -0.09267 -1.37546 0.46748 -1.1 -3.6 0.8
C -0.11742 -0.04070 0.10620 0.9 -1.2 -4.5
C -1.00653 0.25101 -1.05081 -2.4 1.8 -1.8
N -1.84926 0.58469 -1.83411 3.5 -1.5 2.9
C -0.64465 -3.78583 0.31783 0.4 -1.3 0.1
C -1.56294 -4.86998 0.52870 0.1 0.4 0.0
C -1.16024 -6.20689 0.46849 0.2 0.0 -0.1
C 0.17431 -6.53425 0.19057 0.0 0.6 0.0
C 1.09266 -5.49898 -0.02218 -0.1 0.2 0.1
C 0.68134 -4.15276 0.04240 0.1 -0.4 -0.2
C -3.05215 -0.99152 0.78838 0.0 -0.2 0.0
C -4.41455 -0.69974 0.66179 0.1 0.0 -0.1
H -6.27204 -1.21270 -0.31918 0.3 -0.1 0.1
H -5.28415 -3.09649 -1.62352 0.5 0.3 0.4
H -2.85637 -3.60866 -1.40209 -0.2 0.3 0.3
H 1.11527 0.14058 -0.05873 -1.8 -1.5 -1.9
H -2.62646 -4.68973 0.70669 0.5 0.2 0.1
H -1.88555 -7.02673 0.61281 0.4 0.7 0.0
H 0.48212 -7.57717 0.11971 0.0 0.3 0.0
H 2.14087 -5.73642 -0.26455 -0.6 0.2 0.1
H 1.39037 -3.35692 -0.19041 -0.1 -0.2 0.2
H -2.41320 -0.39802 1.44748 -0.3 -0.1 -0.1
H -4.83031 0.15136 1.22191 0.2 -0.5 -0.3
C 0.73624 -0.02701 -5.36680 -0.1 -0.1 -0.2
C 1.34081 0.61328 -4.15862 0.1 0.2 0.2
C 1.97432 -0.15469 -3.19155 0.0 0.1 -0.1
C 2.51392 0.42076 -2.04144 -0.5 0.0 -0.4
C 3.24995 -0.51820 -1.13406 0.3 -0.5 0.3
C 2.32836 1.79057 -1.80061 0.6 0.0 -0.2
C 2.74817 2.42678 -0.48216 0.4 0.5 -0.6
C 4.29170 2.62482 -0.39277 0.0 0.0 0.1
C 2.13496 1.72212 0.72779 0.1 -0.5 0.2
C 0.62286 1.27881 0.55469 -1.4 2.9 2.8
C -0.14976 1.45171 1.84703 1.2 1.9 0.8
C -1.17034 2.40082 1.87848 -0.8 -0.6 -0.2
C -1.53953 3.23321 0.68886 -0.3 0.2 -0.2
C -2.00188 2.46294 2.98628 0.3 -0.2 0.3
C -1.70640 1.72012 4.13013 0.1 0.4 -0.2
C -2.53312 1.86122 5.36275 -0.1 -0.1 0.2
C -0.56006 0.93247 4.15090 -0.2 0.1 0.1
C 0.24831 0.81473 3.02858 -0.6 -0.4 -0.3
C 1.43253 -0.09411 3.06355 0.4 -0.4 0.3
C 1.81374 2.59371 -2.83346 -0.3 -0.3 0.2
C 1.77434 4.09013 -2.71670 -0.1 0.4 -0.1
C 1.31305 1.99905 -3.98406 0.1 -0.4 0.0
H 0.45244 0.73928 -6.09088 0.0 -0.2 0.0
H 1.44913 -0.71489 -5.83375 -0.1 0.1 0.0
H -0.15868 -0.60454 -5.10700 0.1 0.1 0.0
H 2.07079 -1.23758 -3.32466 0.0 0.3 0.0
H 4.02290 -0.02489 -0.54040 -0.2 -0.2 0.0
H 2.56195 -1.06397 -0.46164 0.3 0.1 -0.1
H 3.74166 -1.29037 -1.75145 -0.2 0.3 0.3
H 2.35461 3.45585 -0.47193 -0.1 -0.4 -0.1
H 4.65516 3.22403 -1.23891 -0.3 -0.1 0.1
H 4.56503 3.16891 0.52125 -0.1 -0.1 -0.1
H 4.88704 1.70066 -0.41627 -0.4 0.2 0.1
H 2.76343 0.90576 1.04317 0.2 -0.3 0.1
H 2.10753 2.41546 1.57740 0.0 -0.1 -0.2
H 0.27021 2.02142 -0.19498 0.0 -0.9 0.5
H -2.35206 3.90388 0.99624 0.2 -0.1 -0.3
H -0.70847 3.86379 0.33441 -0.2 -0.2 0.0
H -1.90470 2.58689 -0.12645 0.2 0.4 0.1
H -2.87553 3.11148 2.92640 0.2 -0.1 0.3
H -1.92145 1.54094 6.21103 -0.3 0.1 0.1
H -2.82748 2.90688 5.49167 0.0 -0.2 0.2
H -3.43737 1.24404 5.32408 0.1 0.1 0.1
H -0.30965 0.38467 5.06943 0.0 0.3 -0.4
H 1.43810 -0.65640 4.00666 0.0 0.0 -0.3
H 1.37430 -0.81205 2.23121 0.2 0.1 0.3
H 2.38597 0.45369 3.01468 -0.3 -0.2 0.0
H 1.47050 4.51438 -3.68169 0.1 0.0 0.3
H 1.04942 4.43942 -1.96433 0.2 -0.1 -0.2
H 2.76498 4.49280 -2.46160 -0.3 0.0 0.0
H 0.88709 2.62215 -4.76650 0.0 0.0 0.1
```
Positions in Å, forces in eV/Å.

The calculation puts the relative energy (zero: lowest compared OMol25 entry of this formula, charge and spin) at 52.1 kcal per mole. The value obtained for the total energy is -1543.2662 Eh. The value obtained for the largest force on an atom is 4.78 eV/Å. The value obtained for the LUMO energy is 0.1 eV.

=====

# 2
ORCA calculation (ωB97M-V/def2-TZVPD) on 2 unconnected molecules or ions with the total composition C37H40N5O4 in a non-equilibrium geometry.

Geometry as XYZ:
```
86
Properties=species:S:1:pos:R:3:forces:R:3
C -7.22364 0.42975 -3.84989 0.1 0.2 -0.1
N -6.53495 -0.70747 -3.26558 0.2 0.0 -0.2
C -7.36478 -1.55646 -2.42246 -0.3 -0.4 -0.1
C -5.17284 -0.75793 -3.21709 -0.5 0.0 0.5
C -4.36621 0.39369 -3.40028 0.1 -0.2 0.1
C -3.07256 0.39620 -2.93928 0.0 -0.9 -0.2
N -2.47451 -0.75723 -2.45892 -1.9 0.2 0.2
C -1.25176 -0.76195 -1.79289 1.4 -0.5 -0.6
C -0.27698 0.22173 -2.14056 0.1 0.5 0.0
C 1.14463 -0.21696 -2.37254 0.4 0.5 -0.1
C 2.12583 0.78531 -2.52062 0.0 -0.3 0.1
C 3.45901 0.45189 -2.75323 -0.1 -0.2 -0.2
C 3.82385 -0.88748 -2.92544 -0.4 -0.2 0.2
C 2.84087 -1.88519 -2.84919 -0.1 0.1 0.0
C 1.50754 -1.54907 -2.58840 0.2 0.0 0.2
O -0.55744 1.43755 -2.28733 0.2 -0.8 0.0
C -3.19548 -1.93668 -2.49263 0.3 0.8 0.0
C -4.51413 -1.96250 -2.84192 0.1 0.4 0.1
H -6.56893 0.91126 -4.58665 -0.4 -0.2 0.1
H -8.14066 0.08809 -4.35236 0.3 0.1 0.1
H -7.50661 1.17345 -3.08610 0.1 -0.2 -0.2
H -6.75320 -2.21370 -1.79314 -0.2 0.2 -0.2
H -7.99814 -0.94233 -1.75828 0.3 -0.1 -0.2
H -8.04003 -2.17861 -3.03062 0.2 0.1 0.2
H -4.75913 1.33431 -3.78969 0.1 -0.4 0.3
H -2.46562 1.29458 -2.92010 0.0 -0.3 0.1
H -0.97070 -1.75864 -1.46390 0.2 0.2 -0.5
H 1.83060 1.83342 -2.44279 0.0 -0.3 0.0
H 4.22247 1.23356 -2.80121 -0.3 -0.2 -0.1
H 4.86425 -1.15830 -3.11082 -0.3 0.1 0.0
H 3.10427 -2.93363 -2.99276 0.0 0.3 0.0
H 0.72498 -2.31107 -2.55428 0.4 0.1 -0.1
H -2.65771 -2.82154 -2.15683 -0.1 0.3 -0.2
H -5.04801 -2.90253 -2.76964 0.1 0.1 -0.2
C 4.07825 1.05174 4.92330 -0.1 -0.3 0.4
N 3.37839 1.21988 3.67118 0.1 0.3 -0.4
C 3.68617 2.23448 2.80776 0.8 0.8 0.7
O 4.53426 3.09922 3.01151 -1.3 -1.2 -0.6
C 2.76842 2.08770 1.59679 0.2 0.9 0.3
C 3.52179 1.87689 0.29085 0.1 -0.4 -0.2
C 4.46801 2.99617 -0.07086 0.0 0.0 -0.2
C 5.81653 2.72044 -0.32169 -0.2 0.3 0.2
C 6.70533 3.77179 -0.56353 -0.2 0.1 -0.1
C 6.23505 5.09213 -0.60839 -0.2 -0.3 0.0
C 4.87077 5.35398 -0.42332 0.0 -0.2 0.0
C 3.98414 4.30306 -0.17103 0.5 0.0 0.0
N 1.92942 0.93744 1.96445 -1.5 -0.5 -1.9
C 0.93063 0.52875 1.15233 1.0 1.2 1.1
C 0.04965 -0.51169 1.44958 -0.6 -1.1 0.0
C -1.21084 -0.69018 0.88621 0.7 1.7 0.4
C -2.11957 -1.72818 1.31570 -1.2 -1.5 0.7
C -3.38567 -1.88954 0.67356 1.0 0.2 -0.1
C -4.18061 -2.99684 0.89878 -0.2 -0.5 0.9
C -3.88851 -3.85714 1.97820 1.4 2.0 -0.6
N -4.82248 -4.88072 2.30269 -2.5 -3.0 0.7
O -4.68011 -5.54628 3.35072 0.2 1.6 -1.9
O -5.77183 -5.08602 1.50849 1.9 0.6 1.3
C -2.73156 -3.63773 2.74843 -0.5 -0.3 -0.2
C -1.83109 -2.64147 2.38196 -0.2 0.4 -0.8
C 2.27786 0.35347 3.26685 0.4 -0.4 0.7
C 2.79760 -1.09045 3.14671 0.1 0.1 -0.2
C 1.13138 0.46217 4.28521 0.0 0.3 -0.1
H 4.89804 1.77288 4.95740 -0.2 -0.1 -0.1
H 3.40516 1.21672 5.77611 0.2 0.1 -0.2
H 4.48140 0.03479 5.00903 0.0 0.2 -0.1
H 2.15307 3.00418 1.51262 0.2 -0.4 0.2
H 4.07047 0.92551 0.36464 -0.1 0.2 -0.1
H 2.76769 1.76215 -0.49647 0.2 -0.1 0.2
H 6.15187 1.67897 -0.29590 0.0 0.4 0.1
H 7.76452 3.55290 -0.71531 -0.3 0.1 0.0
H 6.92714 5.91463 -0.80345 -0.2 -0.3 0.1
H 4.48711 6.37420 -0.46832 0.2 -0.3 0.0
H 2.91466 4.47771 -0.02848 0.3 0.2 0.0
H 0.79136 1.12151 0.23860 0.0 -0.1 0.4
H 0.36626 -1.21556 2.22123 -0.2 0.3 -0.5
H -1.61947 0.10520 0.24634 0.2 -0.5 0.5
H -3.72316 -1.14610 -0.04889 0.3 -0.2 0.0
H -5.05693 -3.21905 0.29632 0.1 0.3 0.2
H -2.55706 -4.27685 3.61141 0.1 0.1 -0.2
H -0.89067 -2.57456 2.92414 -0.3 0.0 0.0
H 3.70101 -1.09871 2.51892 -0.2 0.0 0.2
H 3.03701 -1.46489 4.15165 0.0 0.1 -0.4
H 2.06538 -1.75935 2.68963 0.2 0.0 0.2
H 0.96596 1.52530 4.51019 -0.1 -0.3 0.0
H 0.20336 0.03168 3.89812 0.2 0.1 0.2
H 1.42024 -0.06181 5.20546 -0.2 0.2 -0.2
```
Positions in Å, forces in eV/Å.

Its total charge is +1. The calculation puts the relative energy (zero: lowest compared OMol25 entry of this formula, charge and spin) at 49.2 kcal per mole. The value obtained for the total energy is -2008.2781 Eh. The value obtained for the largest force on an atom is 3.98 eV/Å. The value obtained for the LUMO energy is -4.7 eV.